Formula: C20H39N4O8
Source: OMol25
Level of theory: ωB97M-V/def2-TZVPD

Results
**Calculated total energy**: -43699.73236 eV
**E_LUMO**: -3.0 eV
**HOMO-LUMO gap**: 7.58 eV
**HOMO**: -10.6 eV

Geometry as ORCA input:
```
! RIJCOSX wB97M-V def2-TZVPD def2/J DEFGRID3
* xyz 1 1
C -0.640 -6.798 7.110
C -1.273 -6.871 6.097
C -2.212 -7.065 4.979
N -1.644 -6.593 3.709
C -1.245 -7.349 2.700
N -0.787 -6.635 1.679
C -0.907 -5.357 2.082
N -0.561 -4.305 1.355
C -0.727 -2.944 1.882
O -0.168 -2.011 1.029
C -0.744 -2.042 -0.253
C -1.972 -1.221 -0.538
O -0.218 -2.715 -1.087
N -1.426 -5.303 3.334
H -0.138 -6.758 8.050
H -2.464 -8.115 4.876
H -3.107 -6.481 5.198
H -1.293 -8.426 2.668
H -0.200 -4.477 0.426
H -1.800 -2.743 2.034
H -0.230 -2.895 2.854
H -1.708 -0.518 -1.330
H -2.332 -0.648 0.315
H -2.730 -1.886 -0.947
H -1.624 -4.514 3.929
C 0.112 5.717 -0.201
O 0.281 5.191 1.101
C -0.900 5.034 1.863
C -1.140 3.615 2.353
O -1.299 2.607 1.367
C -0.213 2.262 0.525
C 1.009 1.641 1.176
O 1.667 2.486 2.097
C 1.804 1.990 3.412
H 0.346 6.785 -0.212
H 0.811 5.209 -0.870
H -0.900 5.562 -0.581
H -1.777 5.382 1.310
H -0.804 5.664 2.756
H -2.095 3.636 2.884
H -0.393 3.321 3.092
H 0.062 3.107 -0.107
H -0.618 1.507 -0.158
H 1.724 1.415 0.376
H 0.728 0.690 1.645
H 1.059 1.224 3.645
H 1.670 2.821 4.107
H 2.808 1.580 3.562
C 0.677 2.493 -6.880
O 1.170 2.778 -5.585
C 0.213 3.207 -4.639
C 0.150 2.352 -3.383
O -0.200 0.982 -3.526
C 0.656 0.097 -4.233
C 2.021 -0.184 -3.630
O 2.863 0.950 -3.545
C 3.345 1.271 -2.256
H 0.862 3.336 -7.550
H 1.214 1.625 -7.267
H -0.391 2.260 -6.873
H -0.784 3.275 -5.086
H 0.498 4.216 -4.316
H -0.648 2.774 -2.765
H 1.065 2.450 -2.796
H 0.742 0.393 -5.279
H 0.125 -0.859 -4.233
H 2.515 -0.911 -4.285
H 1.901 -0.657 -2.649
H 2.710 0.863 -1.464
H 3.361 2.358 -2.157
H 4.367 0.903 -2.129
*
```

Just the Löwdin charges please, in e? Sure, here they are: 0.15 -0.11 -0.10 -0.07 -0.06 0.18 -0.33 0.15 -0.19 0.00 -0.47 0.04 0.15 0.20 0.05 0.14 0.14 0.16 0.16 0.15 0.15 0.09 0.09 0.10 0.18 -0.10 -0.19 -0.19 -0.18 -0.12 -0.18 -0.18 -0.18 -0.11 0.09 0.08 0.09 0.12 0.13 0.13 0.10 0.10 0.11 0.11 0.11 0.08 0.09 0.09 -0.10 -0.19 -0.19 -0.18 -0.13 -0.18 -0.19 -0.18 -0.10 0.09 0.09 0.09 0.12 0.13 0.12 0.10 0.11 0.13 0.13 0.11 0.06 0.09 0.09